1.
Formula: C32H83AlCl3FNO22
Source: the Open Molecules 2025 dataset
Level of theory: the ωB97M-V functional and the def2-TZVPD basis

Output
Energy ... -127926.0805 eV

```
! RIJCOSX wB97M-V def2-TZVPD def2/J DEFGRID3
* xyz -1 1
Al -0.2608 0.2673 -2.0400
Cl -0.5591 -1.4272 -5.2809
O -0.1478 -0.2693 -4.4498
O 0.3518 -1.5380 -6.3971
O -0.4997 -2.6508 -4.4804
O -1.8868 -1.1819 -5.7093
Cl 2.7956 3.6995 -3.9038
O 3.2397 4.3886 -2.7061
O 2.1302 2.4943 -3.4588
O 1.7456 4.4398 -4.5758
O 3.9015 3.4106 -4.7453
Cl -2.5562 3.0759 -4.9518
O -3.0921 1.8909 -5.5602
O -1.4587 2.6668 -4.0912
O -1.9972 3.9830 -5.9294
O -3.6395 3.7127 -4.1812
F 0.5870 -0.1290 0.5875
C -1.0581 -1.9719 5.6073
C 0.3559 -1.9084 4.9702
C 1.3953 -2.3635 5.9683
C 1.3529 -3.8538 6.2019
C 1.4190 -4.6141 4.9309
C 0.5239 -4.0723 3.7942
N 0.5770 -2.6434 3.7012
O -0.2763 -2.1665 2.7295
C 1.1778 -4.6807 2.5544
C -0.8854 -4.7060 3.9597
C 0.6103 -0.4609 4.6543
H -1.1710 -2.7694 6.3617
H -1.8713 -2.1802 4.9015
H -1.4189 -1.0520 6.0691
H 2.3716 -2.1017 5.5510
H 1.2827 -1.8203 6.9076
H 0.4134 -4.0732 6.7235
H 2.1831 -4.1682 6.8561
H 1.1883 -5.6727 5.0758
H 2.4615 -4.5967 4.6069
H 1.3200 -5.7301 2.7909
H 0.5654 -4.5947 1.6448
H 2.1485 -4.1812 2.3943
H -1.5951 -4.0617 3.4522
H -0.8221 -5.6749 3.4951
H -1.1130 -4.8022 5.0416
H 1.5703 -0.3538 4.1666
H 0.6807 0.1890 5.5327
H -0.1777 -0.0511 4.0234
H 0.2433 -1.5095 2.2454
C -4.6136 0.4299 -3.5098
C -3.5829 -0.4423 -2.7202
C -3.4702 -1.9320 -3.1110
O -2.2133 0.1919 -2.8940
H -4.3921 0.4632 -4.5652
H -4.5911 1.4674 -3.1362
H -5.6118 0.0260 -3.3734
H -3.7785 -0.3080 -1.6519
H -2.9629 -2.4806 -2.3288
H -2.9609 -2.0212 -4.0729
H -4.4597 -2.3601 -3.1560
H -2.3074 0.9860 -3.4928
C 4.1807 1.9841 0.2231
C 2.6792 2.4474 0.4918
C 2.4138 3.9685 0.5685
O 1.9069 2.0247 -0.6449
H 4.1777 0.8852 0.1418
H 4.8596 2.2473 1.0412
H 4.5361 2.4347 -0.7117
H 2.3568 1.9694 1.4096
H 1.3286 4.0621 0.7172
H 2.6486 4.5348 -0.3676
H 2.8992 4.5200 1.3779
H 1.1535 2.6654 -0.8151
C -3.3306 -2.0056 0.9070
C -3.2047 -0.4941 1.1084
C -3.2199 0.1162 2.5271
O -2.0831 -0.0937 0.3464
H -4.2481 -2.4922 1.2381
H -2.4471 -2.5027 1.3222
H -3.2707 -2.1841 -0.1604
H -4.0314 0.0465 0.6199
H -2.3772 -0.2806 3.0845
H -4.1528 -0.1852 2.9992
H -3.1555 1.1943 2.4305
H -1.4058 0.2900 0.8966
C 3.7094 0.3552 -2.9531
C 2.3687 -0.2009 -3.3220
C 2.0783 -1.6606 -3.2915
O 1.5225 0.3587 -2.0289
H 4.1638 -0.1996 -2.1370
H 3.6532 1.4052 -2.7211
H 4.3406 0.3726 -3.8341
H 1.9929 0.2287 -4.2511
H 1.0772 -1.9193 -3.6197
H 2.3363 -2.2136 -2.3766
H 2.7048 -2.1653 -4.0240
H 1.9925 1.1733 -1.5652
C 5.0939 -2.2092 0.0820
C 3.8029 -2.2440 0.8912
C 3.9186 -1.8217 2.3321
O 2.9261 -1.3654 0.2216
H 5.5695 -1.2185 -0.0316
H 4.9614 -2.5163 -0.9539
H 5.8767 -2.8752 0.4606
H 3.5026 -3.3130 0.8679
H 4.7020 -2.4072 2.8395
H 2.9941 -2.0217 2.9056
H 4.1419 -0.7505 2.4192
H 2.2427 -0.8869 0.7511
C -0.9318 5.6876 -2.5917
C -0.3884 4.7103 -1.5122
O 0.0203 3.4461 -2.1017
H -1.0084 6.6978 -2.1804
H -1.9386 5.3958 -2.8894
H -0.3809 5.6969 -3.5305
H -1.1384 4.4883 -0.7560
H 0.5250 5.0941 -1.0505
H 0.5810 3.6261 -2.8730
C -1.3682 4.1753 2.0678
C -0.6461 2.8831 2.3710
O -0.1986 2.4719 1.0772
H -1.7436 4.6459 2.9650
H -2.1908 4.0875 1.3632
H -0.6655 4.8699 1.5931
H -1.3252 2.1098 2.7698
H 0.2121 3.0213 3.0855
H 0.0481 1.5277 1.0937
C -0.7371 -3.5679 -1.6469
C -0.0496 -2.4331 -0.9981
O -0.9244 -1.4538 -1.6787
H -1.7477 -3.6496 -1.2784
H -0.2484 -4.5433 -1.5508
H -0.7576 -3.3967 -2.7163
H 1.0021 -2.2699 -1.1883
H -0.2254 -2.2854 0.0687
H -1.3368 -1.8741 -2.4833
C -3.8550 3.5317 -1.0800
C -3.0996 2.1946 -0.8408
O -1.7413 2.2375 -1.2486
H -3.4043 4.3991 -0.5893
H -4.8869 3.4588 -0.6977
H -3.9196 3.7850 -2.1354
H -3.7066 1.4415 -1.3277
H -3.0941 1.9192 0.2227
H -1.7775 2.6074 -2.1711
*
```

2.
Formula: C32H83N2O10
Source: the Open Molecules 2025 dataset
Level of theory: the ωB97M-V functional and the def2-TZVPD basis

Output
Energy ... -57973.9247 eV

```
! RIJCOSX wB97M-V def2-TZVPD def2/J DEFGRID3
* xyz 1 1
C 3.0761 0.0910 3.5008
O 3.7527 -0.2718 2.2915
C 3.0657 0.2348 1.1547
C 2.1632 -0.8341 0.4179
C 2.0003 -2.1976 1.1937
C 0.5961 -2.7857 0.8159
C 0.1471 -4.0273 1.6776
C -1.2719 -3.7164 2.3243
C -2.3970 -3.7846 1.1973
N -3.2258 -2.5070 1.2577
C -3.8961 -2.3895 -0.0882
C -2.9980 -1.8294 -1.2197
N -1.7547 -1.5826 -1.1037
C -4.2945 -2.7357 2.2875
C -4.6112 -1.5593 3.2761
C -4.0017 -0.1585 2.9461
C -4.4834 0.5054 1.6061
C -3.2048 0.9177 0.8041
O -2.3302 1.7628 1.5849
C -0.9832 1.3262 1.3384
H 2.1632 -0.5221 3.7062
H 2.7878 1.1721 3.4660
H 3.7927 -0.1126 4.3349
H 2.4251 1.1280 1.3818
H 3.8280 0.5902 0.4170
H 2.4839 -1.0287 -0.6359
H 1.1365 -0.3839 0.3366
H 2.8088 -2.9040 0.8749
H 2.0547 -2.0890 2.3013
H 0.5345 -3.0555 -0.2659
H -0.1408 -1.9505 0.9689
H 0.8652 -4.3076 2.4786
H -0.0279 -4.8843 0.9756
H -1.5024 -4.4062 3.1739
H -1.1842 -2.6934 2.7704
H -3.0229 -4.6981 1.2678
H -1.8374 -3.8570 0.2312
H -2.5438 -1.7675 1.4591
H -4.8548 -1.8315 -0.0690
H -4.1580 -3.4390 -0.3872
H -3.4860 -1.6195 -2.2066
H -1.3927 -1.2201 -1.9911
H -4.0352 -3.6375 2.8943
H -5.2342 -3.0179 1.7500
H -4.3279 -1.8859 4.3090
H -5.7267 -1.4414 3.3182
H -2.8815 -0.2637 2.9879
H -4.2475 0.5171 3.8028
H -5.2213 -0.0845 1.0206
H -4.9991 1.4608 1.8862
H -3.4696 1.4441 -0.1436
H -2.5800 0.0318 0.5175
H -0.2390 2.0718 1.7032
H -0.7863 1.1954 0.2408
H -0.7565 0.3653 1.8797
C -2.7807 4.0002 -2.0832
C -2.1545 2.7695 -2.7117
O -1.5064 3.1041 -3.9301
H -3.5064 4.4488 -2.7640
H -3.2846 3.7499 -1.1465
H -2.0213 4.7593 -1.8796
H -2.9196 2.0229 -2.9335
H -1.4174 2.3193 -2.0364
H -0.8244 3.7536 -3.7293
C -1.5209 5.6429 -6.0464
C -2.1285 6.6500 -5.0903
O -1.1161 7.2586 -4.2929
H -0.9819 4.8743 -5.4957
H -2.2921 5.1656 -6.6540
H -0.7995 6.1257 -6.7114
H -2.8310 6.1598 -4.4157
H -2.6646 7.4319 -5.6377
H -0.5024 7.6994 -4.8879
C 6.0712 0.3830 6.4619
C 5.2430 -0.5196 7.3568
O 4.8744 0.1674 8.5492
H 6.9713 0.7153 6.9824
H 6.3651 -0.1352 5.5460
H 5.5082 1.2807 6.1913
H 5.8162 -1.4033 7.6412
H 4.3333 -0.8489 6.8442
H 4.3621 0.9400 8.2934
C -1.9146 0.8655 -6.8690
C -1.0604 -0.3061 -6.4255
O -1.4180 -0.7055 -5.0999
H -1.7878 1.7093 -6.1874
H -1.6496 1.1847 -7.8787
H -2.9747 0.5961 -6.8534
H -0.0058 -0.0303 -6.4209
H -1.1904 -1.1606 -7.0979
H -2.3466 -0.9545 -5.1189
C 6.8044 0.3140 -2.9334
C 6.6405 1.2449 -1.7474
O 5.6994 0.7126 -0.8174
H 5.8465 0.1615 -3.4347
H 7.5178 0.7192 -3.6534
H 7.1558 -0.6687 -2.6077
H 6.2701 2.2170 -2.0737
H 7.5964 1.3940 -1.2359
H 6.0325 -0.1407 -0.5223
C 3.7194 -5.1193 5.4073
C 4.1580 -3.6687 5.4651
O 3.0432 -2.8289 5.7554
H 2.9507 -5.2559 4.6434
H 4.5622 -5.7746 5.1795
H 3.2825 -5.4294 6.3602
H 4.5740 -3.3567 4.5062
H 4.9209 -3.5217 6.2362
H 2.6871 -3.1035 6.6061
C -3.9303 -3.2508 -7.4191
C -4.2124 -3.2855 -8.9091
O -3.3955 -2.3429 -9.5947
H -4.1149 -2.2506 -7.0189
H -4.5591 -3.9660 -6.8843
H -2.8813 -3.4876 -7.2190
H -5.2531 -3.0281 -9.1067
H -4.0202 -4.2825 -9.3179
H -2.4776 -2.5772 -9.4289
C 0.7692 5.5835 3.1865
C 1.6446 4.4170 3.6029
O 1.2368 3.9197 4.8739
H 0.8250 6.3848 3.9250
H 1.0768 5.9773 2.2156
H -0.2791 5.2775 3.1243
H 2.6858 4.7297 3.6844
H 1.5849 3.6030 2.8703
H 0.3212 3.6362 4.7957
*
```

3.
Formula: C32H83N5O11
Source: the Open Molecules 2025 dataset
Level of theory: the ωB97M-V functional and the def2-TZVPD basis

Output
Energy ... -64494.6131 eV
ΔE to the lowest compared entry with this formula, charge and spin ... 39.7 kcal per mole
SMILES string ... COC[C@H](C)N.COCCNCCOC.COCCNCCOC.COCCNCCOC.COCCNCCOC.CCO.CCO

```
! RIJCOSX wB97M-V def2-TZVPD def2/J DEFGRID3
* xyz 0 1
C 16.0063 16.1300 16.0595
C 17.4806 16.4784 16.0281
C 17.9025 17.6316 16.9666
O 17.6011 17.2406 18.3512
C 18.0946 18.2454 19.3032
N 18.3170 15.2602 16.3144
H 15.6828 15.7463 17.0271
H 15.7814 15.3074 15.3806
H 15.4263 17.0420 15.9184
H 17.7399 16.7588 15.0072
H 17.3913 18.5706 16.7541
H 18.9738 17.8090 16.8722
H 17.9321 18.0554 20.3641
H 17.6304 19.1909 19.0229
H 19.1777 18.3552 19.2480
H 19.2833 15.5504 16.2681
H 18.2507 15.1987 17.3204
C 17.7996 16.9378 10.6912
O 16.7773 17.1954 11.6217
C 15.6378 16.3884 11.3680
C 14.5836 16.6714 12.4991
N 13.3194 15.9059 12.4993
C 12.3486 16.4381 11.5223
C 11.0713 15.5474 11.6830
O 10.0318 15.9574 10.8608
C 8.9775 15.0290 10.8334
H 18.2917 15.9673 10.7540
H 18.5807 17.6971 10.7286
H 17.3555 17.0345 9.7004
H 15.8966 15.3297 11.3833
H 15.1345 16.5202 10.4102
H 14.4734 17.7522 12.5875
H 15.0551 16.3698 13.4344
H 12.9630 16.0287 13.4363
H 12.7030 16.3229 10.4979
H 12.2094 17.4856 11.7895
H 10.7753 15.5221 12.7317
H 11.3702 14.5067 11.5579
H 8.3808 15.4076 10.0035
H 8.3855 15.1273 11.7433
H 9.3492 14.0263 10.6223
C 22.7456 19.7739 18.5837
O 23.0633 18.9331 17.5294
C 22.1568 18.9638 16.4614
C 22.1648 17.7149 15.5602
N 21.2567 16.6591 16.0915
C 21.4598 15.4140 15.3771
C 21.0176 15.3654 13.8840
O 21.1572 14.0536 13.3478
C 20.5932 14.0032 12.0199
H 23.3617 19.5445 19.4531
H 21.7656 19.5919 19.0249
H 22.7918 20.8391 18.3571
H 22.3867 19.8538 15.8755
H 21.1906 19.1835 16.9155
H 23.1702 17.3158 15.4265
H 21.8635 18.0277 14.5604
H 21.4377 16.5940 17.0831
H 21.0533 14.5567 15.9136
H 22.4951 15.0992 15.5083
H 21.6333 16.0958 13.3591
H 19.9434 15.5501 13.8876
H 20.9013 13.0190 11.6671
H 21.0433 14.7006 11.3135
H 19.5042 14.0482 12.0039
C 24.2547 13.0197 11.8656
O 24.1610 13.8864 10.7517
C 24.0252 13.2067 9.5214
C 22.5618 12.6514 9.2105
N 22.2937 12.1856 7.8697
C 20.9669 11.5122 7.6872
C 19.7505 12.4855 7.5681
O 19.3762 12.9894 8.8608
C 18.3528 13.9487 8.8951
H 23.4365 12.3001 11.8955
H 24.3008 13.5681 12.8064
H 25.1425 12.4005 11.7368
H 24.8097 12.4535 9.4481
H 24.1242 13.9541 8.7342
H 21.7753 13.3829 9.3959
H 22.3927 11.7861 9.8514
H 23.0805 11.6253 7.5745
H 20.6855 10.7712 8.4355
H 21.0924 10.9089 6.7880
H 18.9512 11.8753 7.1476
H 19.9847 13.2670 6.8452
H 18.6419 14.9130 8.4773
H 18.1600 14.1660 9.9457
H 17.4562 13.4856 8.4832
C 10.2679 10.5146 11.8906
O 11.3398 10.7210 12.7465
C 10.9719 11.4187 13.9669
C 12.1820 11.4959 14.9234
N 12.4892 10.1754 15.5400
C 13.7325 10.0923 16.3125
C 14.9608 9.8204 15.4099
O 14.8570 8.4620 14.9493
C 16.0059 7.9837 14.2310
H 9.5313 9.9248 12.4361
H 10.6000 9.9722 11.0054
H 9.9046 11.4565 11.4796
H 10.1449 10.9221 14.4744
H 10.7276 12.4128 13.5923
H 12.0243 12.2841 15.6597
H 13.0237 11.8482 14.3272
H 12.4970 9.4903 14.7979
H 13.6244 9.3345 17.0885
H 13.8592 11.0158 16.8773
H 15.8447 9.8879 16.0441
H 15.0214 10.5659 14.6170
H 16.2336 8.5150 13.3069
H 15.7759 6.9464 13.9877
H 16.8804 7.9911 14.8816
C 17.6633 10.3581 10.5569
C 18.9456 10.1386 11.2476
O 19.0389 8.8928 11.9173
H 17.6200 11.3976 10.2318
H 16.8367 10.1599 11.2392
H 17.4822 9.6628 9.7373
H 19.1004 11.0045 11.8913
H 19.7584 10.2179 10.5257
H 19.7831 8.9663 12.5192
C 16.7793 13.3730 13.3112
C 17.4634 12.4297 14.3083
O 17.1691 12.9589 15.6104
H 16.9943 14.4224 13.5125
H 15.6939 13.2746 13.2912
H 17.0088 13.0121 12.3085
H 18.5397 12.3923 14.1402
H 17.1734 11.3931 14.1368
H 17.6192 13.7924 15.7664
*
```